# 1
DFT (the ωB97M-V functional and the def2-TZVPD basis) results for 12 unconnected molecules or ions with the total composition C66H60N12O12 at a distorted geometry.

Max |F|   4.5 eV/Å
Frontier orbital gap   0.2770 Eh
Calculated total energy   -111843.49601 eV
ΔE to the lowest compared entry with this formula, charge and spin   275.95 kJ/mol
E_LUMO   -1.6 eV
HOMO level   -9.146 eV

ORCA input file:
```
! RIJCOSX wB97M-V def2-TZVPD def2/J DEFGRID3
* xyz 0 1
C -4.7940 -0.1032 -2.5276
C -3.8573 0.2786 -3.5306
C -4.0677 -0.1362 -4.8266
C -5.3144 -0.8532 -5.1857
C -6.2942 -1.0633 -4.2121
C -6.0446 -0.6001 -2.8976
N -5.2627 -1.6008 -6.4711
O -4.4812 -1.2093 -7.3486
O -5.9789 -2.5577 -6.6278
H -4.5608 -0.0069 -1.4775
H -2.8968 0.6753 -3.2366
H -3.3601 0.0119 -5.6290
H -7.1009 -1.7683 -4.3487
H -6.7238 -0.8119 -2.0850
C 2.6981 4.8478 -0.4285
C 1.7929 3.8170 -0.5965
C 0.6753 3.9888 -1.3909
C 0.5300 5.2008 -2.0814
C 1.3795 6.2547 -1.7886
C 2.4847 6.1464 -1.0356
N -0.6547 5.3631 -2.9042
O -1.2440 4.3367 -3.1745
O -1.0819 6.4463 -3.1101
H 3.4516 4.6656 0.3234
H 1.8318 2.9257 0.0121
H -0.0350 3.1878 -1.5336
H 1.2039 7.1860 -2.3064
H 3.1968 6.9549 -0.9609
C 1.5840 4.4207 -5.5481
C 1.1329 3.1175 -5.8258
C 1.7553 2.0001 -5.2992
C 2.8504 2.2572 -4.3809
C 3.2757 3.5159 -4.1419
C 2.6016 4.6414 -4.6630
N 3.5671 1.1561 -3.6153
O 4.3584 1.3637 -2.7240
O 3.1389 0.0044 -3.8120
H 1.1227 5.2656 -6.0378
H 0.2152 3.0907 -6.3945
H 1.3611 1.0212 -5.5290
H 4.0216 3.6931 -3.3812
H 2.9696 5.5751 -4.2641
C -4.3050 5.6191 0.1546
C -4.7893 5.5597 1.4840
C -4.6864 4.3311 2.2146
C -4.3500 3.1591 1.5038
C -3.8844 3.3249 0.2131
C -3.8714 4.5048 -0.4896
N -4.2906 1.8538 2.2007
O -4.7639 1.8172 3.3279
O -3.9179 0.7545 1.6239
H -4.4362 6.5352 -0.4022
H -5.2034 6.4291 1.9729
H -4.9950 4.2166 3.2432
H -3.4551 2.5048 -0.3433
H -3.5295 4.5276 -1.5138
C -2.1334 -2.2692 4.5659
C -2.5163 -3.6014 4.7515
C -1.9224 -4.4780 5.6276
C -0.8314 -3.9477 6.4143
C -0.4316 -2.5890 6.3492
C -1.1279 -1.7817 5.3724
N -0.0847 -4.8445 7.3420
O 0.8977 -4.3610 7.9565
O -0.4496 -6.0321 7.4773
H -2.6896 -1.4877 4.0695
H -3.2760 -3.9122 4.0495
H -2.2530 -5.4991 5.7481
H 0.4514 -2.1606 6.7999
H -0.9113 -0.7240 5.3458
C -0.8742 3.8777 2.9065
C -1.4877 3.5089 4.0650
C -0.7866 2.6837 4.9386
C 0.5327 2.2139 4.6023
C 1.1977 2.7554 3.4483
C 0.4259 3.5423 2.5864
N 1.2976 1.3345 5.5584
O 0.5826 0.8086 6.4430
O 2.5493 1.2291 5.4871
H -1.4851 4.3934 2.1804
H -2.5142 3.6566 4.3664
H -1.2464 2.2924 5.8341
H 2.2453 2.5571 3.2765
H 0.8197 3.9533 1.6686
N 6.9268 -2.2137 -1.6621
C 7.4008 -2.7575 -0.4739
C 6.4487 -3.1114 0.5148
C 5.1159 -3.0516 0.2789
C 4.6133 -2.6558 -0.9864
C 5.5736 -2.2140 -1.9244
H 8.4429 -2.5860 -0.2478
H 6.8984 -3.4145 1.4488
H 4.2978 -3.2539 0.9544
H 3.5573 -2.5942 -1.2039
H 5.1639 -1.8122 -2.8393
N 2.5228 -5.1217 0.2795
C 3.4069 -6.1823 0.3441
C 3.5595 -6.9618 1.5408
C 2.8345 -6.5077 2.7275
C 1.8968 -5.4658 2.6461
C 1.7521 -4.8243 1.3375
H 3.8221 -6.7146 -0.4988
H 4.2149 -7.8161 1.4563
H 3.0811 -6.9829 3.6654
H 1.3747 -5.1287 3.5294
H 0.9668 -4.0956 1.2005
N -0.6827 -3.0220 -5.1976
C 0.3257 -2.3856 -5.8792
C 1.6247 -2.4293 -5.5181
C 1.9475 -3.0505 -4.2808
C 0.9389 -3.5381 -3.5071
C -0.3433 -3.5329 -4.0126
H -0.1146 -1.6703 -6.5582
H 2.4157 -2.0185 -6.1279
H 2.9727 -3.1361 -3.9520
H 1.2075 -4.0964 -2.6224
H -1.1678 -4.0457 -3.5396
N 7.2431 -0.3226 1.6027
C 6.5651 -0.0840 2.7487
C 5.3449 0.6249 2.7237
C 4.9030 1.2696 1.5328
C 5.7021 1.0758 0.3774
C 6.8581 0.2760 0.4552
H 6.8547 -0.7621 3.5378
H 4.9016 0.5057 3.7013
H 3.9917 1.8419 1.4410
H 5.4063 1.5437 -0.5500
H 7.4067 0.0840 -0.4551
N -7.9594 -0.6844 1.5811
C -6.7089 -0.8609 2.0422
C -5.9001 -1.9329 1.5271
C -6.3728 -2.8363 0.5790
C -7.6798 -2.6420 0.0732
C -8.3738 -1.4801 0.4897
H -6.3223 -0.2068 2.8097
H -4.8504 -1.9819 1.7763
H -5.7853 -3.6820 0.2533
H -8.1788 -3.3502 -0.5717
H -9.4258 -1.3524 0.2819
N -0.1738 -1.3400 1.5044
C 1.2010 -1.3640 1.4237
C 1.8568 -0.7083 0.4317
C 1.1268 0.1148 -0.4173
C -0.2494 0.1798 -0.3838
C -0.9233 -0.5363 0.6168
H 1.7794 -2.0448 2.0307
H 2.9328 -0.7269 0.3408
H 1.6510 0.5639 -1.2479
H -0.7641 0.7086 -1.1724
H -2.0000 -0.4532 0.6004
*
```

Mulliken population analysis, charges in e, atoms 1 to 2:
1 C -0.36
2 C -0.72

# 2
DFT (the ωB97M-V functional and the def2-TZVPD basis) results for a molecular structure, C66H63FGeMgN2P3SSb.

Max |F|   0.7 eV/Å
Frontier orbital gap   0.2694 Eh
Calculated total energy   -182353.31830 eV
E_LUMO   -4.9 eV
HOMO level   -12.184 eV

ORCA input file:
```
! RIJCOSX wB97M-V def2-TZVPD def2/J DEFGRID3
* xyz 2 1
Mg -0.1483 0.0369 0.7090
F 1.8007 -3.7447 3.2264
Ge 1.0707 -2.1720 2.8725
C -0.7495 -2.9007 2.4240
C -1.0844 -3.6298 3.5736
C -2.3509 -4.1586 3.7609
C -3.3289 -3.9429 2.8086
C -3.0084 -3.2659 1.6469
C -1.7239 -2.7675 1.4217
P -1.2903 -2.0722 -0.2095
C -2.8191 -1.8253 -1.1492
C -3.6625 -2.8902 -1.4849
C -4.8151 -2.6620 -2.2144
C -5.1324 -1.3752 -2.6368
C -4.2804 -0.3220 -2.3478
C -3.1252 -0.5495 -1.6118
C -0.4641 -3.4646 -1.0584
C 0.4764 -4.2444 -0.3865
C 1.0812 -5.3133 -1.0272
C 0.7640 -5.6075 -2.3452
C -0.1514 -4.8205 -3.0263
C -0.7603 -3.7493 -2.3898
C 0.8068 -1.3473 4.6217
C 1.1985 -1.9942 5.7935
C 1.1290 -1.3419 7.0133
C 0.6723 -0.0305 7.0815
C 0.2707 0.6190 5.9303
C 0.3382 -0.0385 4.7010
P -0.3000 0.8136 3.2242
C -2.0077 1.1747 3.7206
C -2.4266 2.3932 4.2438
C -3.7467 2.5544 4.6449
C -4.6454 1.5045 4.5312
C -4.2245 0.2802 4.0259
C -2.9110 0.1148 3.6208
C 0.6466 2.3606 3.1139
C 2.0097 2.3110 3.4220
C 2.8036 3.4326 3.2412
C 2.2509 4.6072 2.7474
C 0.9020 4.6597 2.4262
C 0.1035 3.5387 2.6006
C 2.7940 -1.2823 2.3428
C 3.6859 -1.5889 3.3783
C 4.9649 -1.0565 3.4126
C 5.3853 -0.1972 2.4126
C 4.5284 0.1014 1.3707
C 3.2415 -0.4357 1.3231
P 2.2309 -0.1289 -0.1435
C 2.9613 1.3339 -0.9226
C 2.7157 2.5680 -0.3187
C 3.3082 3.7168 -0.8146
C 4.1515 3.6389 -1.9167
C 4.4076 2.4125 -2.5109
C 3.8158 1.2576 -2.0173
C 2.5938 -1.5289 -1.2375
C 3.4661 -2.5521 -0.8789
C 3.7525 -3.5623 -1.7872
C 3.1665 -3.5598 -3.0429
C 2.2827 -2.5484 -3.3979
C 1.9979 -1.5370 -2.4992
H -0.3525 -3.7850 4.3514
H -2.5695 -4.7190 4.6589
H -4.3331 -4.3157 2.9554
H -3.7809 -3.1179 0.9058
H -3.4065 -3.9020 -1.1967
H -5.4638 -3.4895 -2.4641
H -6.0322 -1.2046 -3.2106
H -4.4983 0.6730 -2.7119
H -2.4339 0.2679 -1.4446
H 0.7244 -4.0544 0.6502
H 1.7933 -5.9223 -0.4887
H 1.2286 -6.4498 -2.8390
H -0.4028 -5.0430 -4.0538
H -1.4825 -3.1556 -2.9326
H 1.5672 -3.0119 5.7506
H 1.4364 -1.8526 7.9151
H 0.6239 0.4788 8.0336
H -0.0991 1.6359 5.9870
H -1.7344 3.2157 4.3577
H -4.0684 3.5026 5.0542
H -5.6699 1.6351 4.8494
H -4.9169 -0.5467 3.9533
H -2.5859 -0.8494 3.2385
H 2.4475 1.4041 3.8222
H 3.8538 3.3899 3.4944
H 2.8706 5.4842 2.6210
H 0.4571 5.5713 2.0469
H -0.9469 3.6003 2.3461
H 3.3907 -2.2549 4.1751
H 5.6271 -1.3152 4.2272
H 6.3794 0.2272 2.4344
H 4.8658 0.7568 0.5787
H 2.0911 2.6312 0.5681
H 3.1190 4.6688 -0.3387
H 4.6148 4.5344 -2.3067
H 5.0722 2.3499 -3.3612
H 4.0298 0.3035 -2.4827
H 3.9349 -2.5651 0.0952
H 4.4371 -4.3511 -1.5093
H 3.3962 -4.3464 -3.7475
H 1.8216 -2.5483 -4.3760
H 1.3215 -0.7376 -2.7860
N -4.4203 5.6979 -0.3980
C -3.1791 5.5853 0.0875
S -2.3355 6.7761 0.8310
C -2.5660 4.2299 -0.0045
C -3.1949 3.1220 0.5610
C -2.4985 1.9332 0.6341
N -1.2514 1.7885 0.1617
C -0.6913 2.8348 -0.4599
C -1.3044 4.0644 -0.5562
H -4.8885 6.5898 -0.3348
H -4.8592 4.9600 -0.9238
H -4.1835 3.1921 0.9924
H -2.9506 1.0691 1.1040
H 0.2960 2.6842 -0.8737
H -0.7916 4.8966 -1.0182
C -1.0618 1.9918 -6.9291
C -1.7051 1.9435 -5.5489
Sb -0.4519 1.2816 -3.9146
C 1.4996 1.5766 -4.8006
C 2.1427 0.4714 -5.6246
C -0.9388 -0.8178 -4.1562
C -0.6057 -1.5636 -5.4417
H -1.7985 2.2689 -7.6839
H -0.6398 1.0317 -7.2231
H -0.2629 2.7312 -6.9766
H -2.5562 1.2590 -5.5374
H -2.0875 2.9283 -5.2781
H 2.1480 1.8514 -3.9646
H 1.3737 2.4780 -5.4027
H 2.3457 -0.4135 -5.0190
H 3.0964 0.8090 -6.0326
H 1.5207 0.1681 -6.4638
H -2.0247 -0.7958 -4.0161
H -0.5358 -1.3426 -3.2871
H -0.9557 -1.0259 -6.3221
H -1.0905 -2.5424 -5.4531
H 0.4623 -1.7267 -5.5585
*
```

Mulliken population analysis, charges in e, atoms 1 to 2:
1 Mg 1.17
2 F -0.47

# 3
DFT (the ωB97M-V functional and the def2-TZVPD basis) results for a molecular structure, C66H65F2GeN6OTa at a distorted geometry.

Max |F|   2.0 eV/Å
Frontier orbital gap   0.2075 Eh
Calculated total energy   -143989.98670 eV
E_LUMO   -0.7 eV
HOMO level   -6.367 eV

ORCA input file:
```
! RIJCOSX wB97M-V def2-TZVPD def2/J DEFGRID3
* xyz 0 1
Ta -0.5033 -0.3280 0.8260
C 4.2125 -3.7910 3.8407
C 2.7259 -4.0001 3.5306
C 2.0016 -2.7020 3.3399
C 1.5951 -1.7843 4.2608
C 1.7204 -1.7838 5.7554
C 1.6038 -3.1452 6.4428
C 0.9982 -0.6840 3.5274
C 0.5608 0.4924 4.0521
C -0.0442 1.5454 3.3274
C -0.5225 2.7779 3.7910
C -0.3487 3.3104 5.1797
C 1.0920 3.7591 5.4540
C -1.1763 3.4060 2.7071
C -1.0751 2.5332 1.6382
C -1.5901 2.5091 0.2304
C -0.5054 2.8677 -0.7488
N -0.0386 1.7125 -1.3151
C 1.0804 1.9616 -2.0448
C 1.9255 0.9049 -2.4670
C 2.1019 -0.2884 -1.8332
N 1.5624 -0.7524 -0.6270
C 2.2250 -1.8990 -0.3564
C 2.1903 -2.6226 0.8338
C 1.6989 -2.1471 2.0335
N 1.0088 -0.9813 2.1616
C 3.1209 -2.2692 -1.4462
C 3.0649 -1.2616 -2.3444
C 3.9063 -1.0768 -3.5673
C 5.1337 -0.1979 -3.2855
C 3.9767 -3.4962 -1.4697
C 5.2778 -3.3170 -0.6738
C 1.2888 3.3454 -2.0041
C 0.3002 3.9104 -1.1602
C 0.1749 5.3433 -0.7371
C 1.1238 5.6831 0.4176
C 2.3608 4.0608 -2.7668
C 1.9854 4.1913 -4.2495
N -0.3854 1.4095 1.9944
C -1.9582 4.6860 2.7194
C -3.4289 4.4227 3.0705
H 4.7230 -4.7493 3.9518
H 4.3382 -3.2245 4.7646
H 4.6958 -3.2359 3.0352
H 2.2623 -4.5707 4.3342
H 2.6292 -4.6030 2.6263
H 0.9338 -1.1436 6.1576
H 2.6732 -1.3190 6.0303
H 0.7248 -3.6822 6.0833
H 1.4973 -2.9962 7.5177
H 2.4845 -3.7667 6.2878
H 0.6680 0.6442 5.1190
H -0.6318 2.5412 5.9041
H -1.0244 4.1541 5.3328
H 1.7826 2.9226 5.3447
H 1.1884 4.1601 6.4647
H 1.3904 4.5350 4.7476
H -2.5466 3.0173 0.0995
H 2.5599 1.1032 -3.3218
H 2.7474 -3.5478 0.8566
H 3.3139 -0.6326 -4.3702
H 4.2457 -2.0534 -3.9185
H 4.8356 0.7778 -2.9016
H 5.7169 -0.0524 -4.1962
H 5.7741 -0.6697 -2.5406
H 4.2175 -3.7523 -2.5033
H 3.4158 -4.3376 -1.0540
H 5.9251 -2.5860 -1.1577
H 5.8212 -4.2606 -0.5995
H 5.0609 -2.9643 0.3351
H -0.8568 5.5308 -0.4298
H 0.3878 5.9949 -1.5879
H 0.9319 5.0334 1.2735
H 0.9998 6.7213 0.7316
H 2.1605 5.5383 0.1101
H 3.3040 3.5154 -2.6779
H 2.5237 5.0534 -2.3430
H 1.8757 3.2042 -4.7026
H 2.7434 4.7478 -4.8038
H 1.0293 4.7065 -4.3532
H -1.8994 5.1621 1.7378
H -1.5289 5.3827 3.4420
H -3.8666 3.7160 2.3640
H -4.0147 5.3437 3.0499
H -3.5084 3.9883 4.0682
F -3.5174 -1.2056 5.3540
C -2.9528 -1.7760 4.2747
C -2.2880 -0.9832 3.3613
C -1.6692 -1.5626 2.2582
C -1.7496 -2.9513 2.0891
C -2.4809 -3.7015 3.0047
F -2.6564 -5.0298 2.8226
C -3.0795 -3.1418 4.1122
C -1.0567 -3.5133 0.9255
C -0.6691 -4.8479 0.8193
C -0.0499 -5.2820 -0.3376
C 0.1553 -4.3834 -1.3729
C -0.2044 -3.0663 -1.1685
N -0.7775 -2.6282 -0.0489
H -2.2722 0.0889 3.5197
H -3.6395 -3.7498 4.8085
H -0.8443 -5.5294 1.6368
H 0.2740 -6.3114 -0.4276
H 0.6003 -4.6851 -2.3108
H -0.0290 -2.3219 -1.9333
C -0.8974 0.5904 -1.1409
Ge -2.1693 0.0860 -2.6272
C -1.2428 0.2339 -4.3690
C -1.7586 1.0484 -5.3754
C -1.1330 1.1395 -6.6111
C 0.0223 0.4123 -6.8601
C 0.5404 -0.4138 -5.8729
C -0.0894 -0.5023 -4.6402
C -3.5078 1.5258 -2.6180
C -4.8697 1.2910 -2.4599
C -5.7715 2.3460 -2.4683
C -5.3192 3.6485 -2.6261
C -3.9613 3.8960 -2.7775
C -3.0627 2.8392 -2.7755
C -2.9877 -1.7031 -2.5309
C -2.7823 -2.6046 -3.5733
C -3.3417 -3.8737 -3.5306
C -4.1186 -4.2525 -2.4450
C -4.3413 -3.3565 -1.4084
C -3.7809 -2.0879 -1.4522
H -2.6608 1.6192 -5.1901
H -1.5488 1.7739 -7.3841
H 0.5163 0.4833 -7.8210
H 1.4344 -0.9948 -6.0686
H 0.3257 -1.1502 -3.8759
H -5.2246 0.2748 -2.3274
H -6.8315 2.1562 -2.3526
H -6.0225 4.4717 -2.6342
H -3.6040 4.9110 -2.9037
H -2.0017 3.0357 -2.9056
H -2.1714 -2.3153 -4.4216
H -3.1701 -4.5692 -4.3433
H -4.5580 -5.2420 -2.4133
H -4.9429 -3.6539 -0.5575
H -3.9390 -1.4024 -0.6291
O -2.6119 0.2054 0.3212
N -1.6548 1.0645 -0.0638
*
```

Mulliken population analysis, charges in e, atoms 1 to 2:
1 Ta 1.52
2 C -1.34